Entry 1:
The molecule Br3O2P at a distorted geometry. Source: the OMol25 dataset; level of theory: ωB97M-V/def2-TZVPD.

As for the SMILES: O=P(Br)(Br)OBr. Its HOMO energy (alpha / beta) is -9.56 / -9.57 eV. The energy above the lowest of the compared OMol25 structures with the same formula, charge and spin is 126.4 kcal per mole. The LUMO energy (alpha / beta) is -4.04 / -4.04 eV. The value obtained for the orbital gap (alpha / beta) is 5.5 / 5.5 eV.

```
! wB97M-V def2-TZVPD RIJCOSX def2/J DEFGRID3
* xyz 0 1
O -1.69992 -0.12895 -0.27687
P 0.37404 -0.57669 0.01662
Br 0.55972 -2.02507 -1.57003
Br 0.65559 -1.79150 1.70191
O 1.30269 0.61595 -0.03619
Br 3.17332 1.38594 0.20914
*
```

Entry 2:
A structure of composition BrCaI3. Source: the OMol25 dataset; level of theory: ωB97M-V/def2-TZVPD.

Its HOMO energy is -2.26 eV. The energy above the lowest of the compared OMol25 structures with the same formula, charge and spin is 0.0 kcal per mole. The LUMO energy is 4.93 eV. The value obtained for the orbital gap is 7.2 eV.

```
! wB97M-V def2-TZVPD RIJCOSX def2/J DEFGRID3
* xyz -2 1
Ca 0.02810 -0.04427 -0.02222
Br 1.64971 -0.83557 -2.23842
I 0.34617 -2.01507 2.16720
I -2.85587 0.11853 -0.53308
I 0.83189 2.77638 0.62652
*
```

Entry 3:
A structure of composition BrCdN4O12 at a distorted geometry. Source: the OMol25 dataset; level of theory: ωB97M-V/def2-TZVPD.

Its HOMO energy is 0.08 eV. The energy above the lowest of the compared OMol25 structures with the same formula, charge and spin is 0.0 kcal per mole. The LUMO energy is 7.82 eV. The value obtained for the orbital gap is 7.7 eV.

```
! wB97M-V def2-TZVPD RIJCOSX def2/J DEFGRID3
* xyz -3 1
Cd 0.20045 0.28359 0.38725
N -0.83468 -2.73519 1.60351
O 0.10815 -3.53782 1.70826
O -1.94810 -3.17091 1.28076
O -0.64111 -1.46855 1.63938
N 2.35862 -1.14244 -1.45464
O 2.93785 -0.10864 -1.84639
O 1.28696 -1.05291 -0.80886
O 2.85299 -2.24201 -1.77272
N -3.12254 0.17203 -0.20159
O -3.64671 1.31557 -0.18995
O -1.91138 -0.09304 -0.38600
O -3.90739 -0.79716 -0.08676
N 1.71295 3.19755 -0.63259
O 1.86143 4.03589 0.24792
O 1.34813 1.97730 -0.45901
O 1.99304 3.58038 -1.80725
Br -0.64868 1.78635 2.77866
*
```

Entry 4:
The molecule BrCl2OP at a distorted geometry. Source: the OMol25 dataset; level of theory: ωB97M-V/def2-TZVPD.

Its HOMO energy (alpha / beta) is -9.31 / -9.30 eV. The energy above the lowest of the compared OMol25 structures with the same formula, charge and spin is 68.5 kcal per mole. The LUMO energy (alpha / beta) is -1.50 / -1.50 eV. The value obtained for the orbital gap (alpha / beta) is 7.8 / 7.8 eV.

```
! wB97M-V def2-TZVPD RIJCOSX def2/J DEFGRID3
* xyz 0 1
O -2.03388 -0.80782 -0.17353
P 1.18686 0.41838 -0.86725
Cl -0.86961 0.04338 0.33828
Cl 1.45098 2.07217 0.27747
Br 2.60322 -0.87555 0.03207
*
```

Entry 5:
A cluster of 3 separate species, BrClFHN3O in total at a distorted geometry. Source: the OMol25 dataset; level of theory: ωB97M-V/def2-TZVPD.

Its HOMO energy (alpha / beta) is -3.83 / -3.83 eV. The energy above the lowest of the compared OMol25 structures with the same formula, charge and spin is 26.8 kcal per mole. The LUMO energy (alpha / beta) is 2.37 / 2.37 eV. The value obtained for the orbital gap (alpha / beta) is 6.2 / 6.2 eV.

```
! wB97M-V def2-TZVPD RIJCOSX def2/J DEFGRID3
* xyz -1 1
N 0.31574 -1.21216 0.49631
N 0.25218 0.96856 -0.09500
N 1.20339 1.50545 -0.41312
O -0.35332 -1.55429 1.40038
F -2.62074 0.65741 0.21452
Cl -0.43768 -1.51628 -1.15389
Br 3.27625 0.38329 -0.33071
H -1.63582 0.76803 -0.11849
*
```

Entry 6:
A cluster of 2 separate species, BrClFN in total at a distorted geometry. Source: the OMol25 dataset; level of theory: ωB97M-V/def2-TZVPD.

Its HOMO energy (alpha / beta) is -9.45 / -9.46 eV. The energy above the lowest of the compared OMol25 structures with the same formula, charge and spin is 66.6 kcal per mole. The LUMO energy (alpha / beta) is -4.29 / -4.45 eV. The value obtained for the orbital gap (alpha / beta) is 5.2 / 5.0 eV.

```
! wB97M-V def2-TZVPD RIJCOSX def2/J DEFGRID3
* xyz 0 1
N -0.69044 -0.58113 0.23135
F -0.07157 -1.16317 -0.75451
Cl 2.00264 0.78581 0.86355
Br -1.24063 0.95849 -0.34038
*
```

Entry 7:
A cluster of 2 separate species, BrClH4Si2 in total at a distorted geometry. Source: the OMol25 dataset; level of theory: ωB97M-V/def2-TZVPD.

Its HOMO energy is -8.84 eV. The energy above the lowest of the compared OMol25 structures with the same formula, charge and spin is 49.7 kcal per mole. The LUMO energy is -0.82 eV. The value obtained for the orbital gap is 8.0 eV.

```
! wB97M-V def2-TZVPD RIJCOSX def2/J DEFGRID3
* xyz 0 1
Si -0.74731 -1.15860 -0.42219
Si 0.25173 1.94224 0.61389
Cl -0.10610 -1.07517 1.51252
Br 2.07777 3.11122 1.18687
H -1.52767 -0.18087 -1.03645
H 0.56425 -1.05400 -1.03492
H -1.44248 -2.48077 -0.47929
H 0.92983 0.89595 -0.34043
*
```

Entry 8:
A cluster of 2 separate species, BrClI2Si in total at a distorted geometry. Source: the OMol25 dataset; level of theory: ωB97M-V/def2-TZVPD.

Its HOMO energy (alpha / beta) is -9.12 / -9.12 eV. The energy above the lowest of the compared OMol25 structures with the same formula, charge and spin is 79.4 kcal per mole. The LUMO energy (alpha / beta) is -3.87 / -3.87 eV. The value obtained for the orbital gap (alpha / beta) is 5.3 / 5.3 eV.

```
! wB97M-V def2-TZVPD RIJCOSX def2/J DEFGRID3
* xyz 0 1
Si 0.12344 0.23009 -0.30261
Cl 0.41808 -0.19544 -2.31279
Br -2.53997 -1.64830 1.40420
I 1.72368 -1.09536 1.14027
I 0.27477 2.70901 0.07093
*
```

Entry 9:
A structure of composition BrClIO4Y at a distorted geometry. Source: the OMol25 dataset; level of theory: ωB97M-V/def2-TZVPD.

Its HOMO energy is -8.90 eV. The LUMO energy is -2.44 eV. The value obtained for the orbital gap is 6.5 eV.

```
! wB97M-V def2-TZVPD RIJCOSX def2/J DEFGRID3
* xyz 0 1
Y 0.68339 -1.99617 0.57477
I 2.62462 0.26555 0.62675
Br 2.46248 -3.52000 1.34095
Cl -1.15768 1.22777 -0.48620
O -1.34597 2.12872 -1.66457
O -0.47391 -0.65003 -0.70943
O -0.33458 1.80619 0.42149
O -2.45834 0.73797 -0.10376
*
```

Entry 10:
A structure of composition BrCuPt at a distorted geometry. Source: the OMol25 dataset; level of theory: ωB97M-V/def2-TZVPD.

Its HOMO energy (alpha / beta) is -21.77 / -21.53 eV. The energy above the lowest of the compared OMol25 structures with the same formula, charge and spin is 26.2 kcal per mole. The LUMO energy (alpha / beta) is -11.64 / -14.47 eV. The value obtained for the orbital gap (alpha / beta) is 10.1 / 7.1 eV.

```
! wB97M-V def2-TZVPD RIJCOSX def2/J DEFGRID3
* xyz 2 3
Pt -34.83124 -2.83033 -21.78992
Cu -32.31275 -3.26657 -19.89840
Br -32.82022 -3.29273 -21.93143
*
```

Entry 11:
A cluster of 2 separate species, BrFH2NPS in total at a distorted geometry. Source: the OMol25 dataset; level of theory: ωB97M-V/def2-TZVPD.

Its HOMO energy (alpha / beta) is -9.84 / -8.72 eV. The energy above the lowest of the compared OMol25 structures with the same formula, charge and spin is 50.7 kcal per mole. The LUMO energy (alpha / beta) is -1.88 / -4.25 eV. The value obtained for the orbital gap (alpha / beta) is 8.0 / 4.5 eV.

```
! wB97M-V def2-TZVPD RIJCOSX def2/J DEFGRID3
* xyz 0 1
N 0.36978 0.62760 -0.21872
F -2.10944 1.08184 -0.13972
P -0.70262 1.92030 -0.50797
S -0.58628 3.65597 0.38318
Br 4.30612 0.19153 -0.07776
H 0.62135 -0.04632 -0.87987
H 1.27249 0.91906 0.23187
*
```

Entry 12:
A cluster of 2 separate species, BrFHP in total at a distorted geometry. Source: the OMol25 dataset; level of theory: ωB97M-V/def2-TZVPD.

Its HOMO energy (alpha / beta) is -9.54 / -9.55 eV. The energy above the lowest of the compared OMol25 structures with the same formula, charge and spin is 115.7 kcal per mole. The LUMO energy (alpha / beta) is -3.86 / -3.86 eV. The value obtained for the orbital gap (alpha / beta) is 5.7 / 5.7 eV.

```
! wB97M-V def2-TZVPD RIJCOSX def2/J DEFGRID3
* xyz 0 1
F -1.60309 1.85971 0.86318
P -0.28516 -0.59431 -0.28524
Br 1.43992 -0.32793 0.90716
H 0.44833 -0.93746 -1.48510
*
```

Entry 13:
The ion BrH2NO2P with charge -1 at a distorted geometry. Source: the OMol25 dataset; level of theory: ωB97M-V/def2-TZVPD.

As for the SMILES: N[P@](=O)([O-])Br. Its HOMO energy is -4.99 eV. The energy above the lowest of the compared OMol25 structures with the same formula, charge and spin is 35.2 kcal per mole. The LUMO energy is 3.70 eV. The value obtained for the orbital gap is 8.7 eV.

```
! wB97M-V def2-TZVPD RIJCOSX def2/J DEFGRID3
* xyz -1 1
N -0.14437 -0.17421 1.09755
P -0.01063 -0.06085 -0.62000
O -0.70855 -1.17256 -1.27376
O 1.58112 0.61347 -0.99583
Br -1.49713 1.67387 -0.74856
H 0.67859 0.30897 1.25727
H 0.10097 -1.18868 1.28332
*
```

Entry 14:
The molecule BrH2O2P at a distorted geometry. Source: the OMol25 dataset; level of theory: ωB97M-V/def2-TZVPD.

As for the SMILES: OP(O)Br. Its HOMO energy is -9.68 eV. The energy above the lowest of the compared OMol25 structures with the same formula, charge and spin is 12.8 kcal per mole. The LUMO energy is 0.53 eV. The value obtained for the orbital gap is 10.2 eV.

```
! wB97M-V def2-TZVPD RIJCOSX def2/J DEFGRID3
* xyz 0 1
O -0.10646 1.33827 -0.68195
P 0.40518 0.56778 0.51983
O -0.74022 -0.77884 0.29764
Br 2.25837 -0.49025 -0.28132
H -0.86944 0.79982 -0.90983
H -0.94743 -1.43678 1.05563
*
```

Entry 15:
The molecule BrH2O2PS at a distorted geometry. Source: the OMol25 dataset; level of theory: ωB97M-V/def2-TZVPD.

As for the SMILES: OP(O)(=S)Br. Its HOMO energy is -8.68 eV. The energy above the lowest of the compared OMol25 structures with the same formula, charge and spin is 41.1 kcal per mole. The LUMO energy is -1.34 eV. The value obtained for the orbital gap is 7.3 eV.

```
! wB97M-V def2-TZVPD RIJCOSX def2/J DEFGRID3
* xyz 0 1
O 0.00770 -1.35523 -0.52843
P -0.57619 -0.51084 0.73079
O 0.67181 0.51302 0.81407
S -2.11132 1.11242 0.08574
Br -0.59329 -1.84636 2.50296
H 0.57554 -0.66885 -0.92742
H 0.69823 1.26739 1.45073
*
```

Entry 16:
A cluster of 2 separate species, BrH3NOP in total at a distorted geometry. Source: the OMol25 dataset; level of theory: ωB97M-V/def2-TZVPD.

As for the SMILES: NP=O.Br. Its HOMO energy is -10.21 eV. The energy above the lowest of the compared OMol25 structures with the same formula, charge and spin is 14.8 kcal per mole. The LUMO energy is -0.09 eV. The value obtained for the orbital gap is 10.1 eV.

```
! wB97M-V def2-TZVPD RIJCOSX def2/J DEFGRID3
* xyz 0 1
N 1.22273 0.44812 -0.78441
P 0.76501 -1.08699 -1.11338
O -0.00025 -1.57385 0.07882
H 0.82934 1.10682 -0.09228
H 1.74858 1.10517 -1.34974
Br -2.65028 -1.71143 1.86009
H -1.41967 -1.54946 1.36986
*
```

Entry 17:
The molecule BrH3NP at a distorted geometry. Source: the OMol25 dataset; level of theory: ωB97M-V/def2-TZVPD.

As for the SMILES: NPBr. Its HOMO energy is -9.36 eV. The energy above the lowest of the compared OMol25 structures with the same formula, charge and spin is 1.1 kcal per mole. The LUMO energy is 0.87 eV. The value obtained for the orbital gap is 10.2 eV.

```
! wB97M-V def2-TZVPD RIJCOSX def2/J DEFGRID3
* xyz 0 1
N -0.15466 -0.06274 0.38724
P 0.97067 1.10118 0.03854
Br 2.76692 -0.14650 0.01525
H -0.07925 -0.96601 -0.07846
H -0.19032 -0.02309 1.45528
H 0.86611 1.20467 -1.30975
*
```

Entry 18:
The molecule BrH3P2 at a distorted geometry. Source: the OMol25 dataset; level of theory: ωB97M-V/def2-TZVPD.

As for the SMILES: [PH2]#[PH]Br. Its HOMO energy is -9.49 eV. The energy above the lowest of the compared OMol25 structures with the same formula, charge and spin is 15.1 kcal per mole. The LUMO energy is -1.01 eV. The value obtained for the orbital gap is 8.5 eV.

```
! wB97M-V def2-TZVPD RIJCOSX def2/J DEFGRID3
* xyz 0 1
P 0.65984 0.49878 -0.75158
P -0.76352 -0.33766 0.59388
Br 0.62797 -2.40956 1.27615
H -0.02490 0.00552 -2.06303
H -0.09208 1.67613 -0.59389
H -0.40731 0.56679 1.53848
*
```

Entry 19:
A cluster of 22 separate species, BrH42O21 in total at a distorted geometry. Source: the OMol25 dataset; level of theory: ωB97M-V/def2-TZVPD.

Its HOMO energy is -7.43 eV. The energy above the lowest of the compared OMol25 structures with the same formula, charge and spin is 0.0 kcal per mole. The LUMO energy is 2.39 eV. The value obtained for the orbital gap is 9.8 eV.

```
! wB97M-V def2-TZVPD RIJCOSX def2/J DEFGRID3
* xyz -1 1
Br 8.84795 8.53183 10.16802
O 8.25537 5.10600 7.70322
H 7.78835 5.77546 8.19536
H 7.82884 4.26341 7.65585
O 11.81168 7.98674 11.05020
H 11.44527 8.81418 10.70602
H 12.46560 8.29791 11.68763
O 12.24105 6.01284 9.04597
H 12.38326 6.56458 9.85501
H 11.28370 5.79961 9.23714
O 10.02520 10.65618 12.64539
H 9.18106 11.05091 12.90626
H 9.65105 10.00707 12.04446
O 9.63218 12.05652 6.81916
H 10.16998 11.47750 7.39847
H 8.69850 11.86865 6.92045
O 12.07345 11.02773 10.62966
H 11.35864 11.50468 11.10243
H 11.87287 10.95524 9.66498
O 7.44877 11.78072 12.61688
H 7.37259 11.61324 11.65595
H 6.76532 11.14014 12.85935
O 4.80772 9.54675 9.60809
H 5.64713 10.08633 9.61455
H 4.17649 9.96599 9.01368
O 9.52031 7.42043 6.56610
H 9.10823 6.54408 6.70299
H 10.43892 7.26314 6.31521
O 6.88049 8.92792 6.56613
H 7.62596 8.37580 6.26462
H 6.53748 8.41685 7.31952
O 12.93959 9.69947 13.46588
H 12.02805 9.84422 13.70611
H 13.06763 10.26223 12.69094
O 7.24412 11.36549 9.70111
H 7.75490 12.08231 9.24836
H 7.82180 10.57667 9.54640
O 10.10905 5.29177 10.83578
H 10.59534 6.04143 11.21607
H 9.27003 5.72423 10.63494
O 7.38610 7.32202 12.80434
H 7.77950 7.40036 13.67553
H 8.07684 7.56102 12.14766
O 11.09307 9.82252 5.08030
H 10.68636 10.56220 5.53246
H 10.44160 9.12838 5.15753
O 6.54869 6.99411 8.66496
H 5.79106 7.11753 9.25447
H 7.24048 7.32865 9.20768
O 12.11602 6.87580 6.33485
H 12.96812 6.78933 5.91547
H 12.21939 6.80516 7.32054
O 4.77891 6.62504 10.93331
H 4.47735 7.38374 11.43106
H 5.71341 6.44530 11.23238
O 5.29487 9.53608 12.48951
H 5.06257 9.89898 11.59960
H 6.07132 8.96773 12.40972
O 6.57776 11.61209 6.56144
H 6.61408 10.67385 6.48980
H 6.76819 11.94346 5.69141
O 11.02377 10.06227 8.24509
H 10.27331 9.46141 8.52809
H 11.71663 9.54890 7.76022
*
```